No. 1
Here is a 2-piece molecular cluster, C18H15F4N2 overall from OMol25. Energies are from ωB97M-V/def2-TZVPD.

Each line ends with the Mulliken charge.
Geometry (Å):
C  1.31  -3.33  0.68  -1.441
C  -0.01  -2.67  0.64  0.410
N  -0.34  -1.39  0.51  0.108
C  -1.71  -1.32  0.51  -0.682
C  -2.23  -2.58  0.68  0.217
C  -3.59  -3.14  0.80  -1.302
N  -1.14  -3.41  0.75  -0.073
H  2.11  -2.58  0.67  0.313
H  1.41  -3.94  1.59  0.436
H  1.43  -4.00  -0.18  0.336
H  -2.24  -0.38  0.41  0.469
H  -4.31  -2.33  0.83  0.321
H  -3.82  -3.79  -0.05  0.315
H  -3.69  -3.74  1.72  0.344
H  -1.16  -4.42  0.86  0.236
F  -0.10  5.55  1.01  -0.295
C  -0.06  4.23  1.40  0.313
C  -0.40  3.94  2.72  -0.711
C  -0.34  2.59  3.08  0.334
F  -0.57  2.27  4.40  -0.285
C  -0.02  1.58  2.19  -0.705
C  0.35  1.91  0.84  0.792
C  0.74  0.83  0.02  -0.487
C  0.95  0.81  -1.37  1.407
C  1.53  -0.39  -1.91  -0.730
C  2.07  -0.39  -3.18  0.397
F  2.66  -1.55  -3.64  -0.280
C  2.04  0.72  -4.02  -0.565
C  1.35  1.83  -3.53  0.278
F  1.35  2.96  -4.32  -0.276
C  0.71  1.87  -2.30  -0.795
C  0.35  3.29  0.47  -0.948
H  -0.66  4.71  3.44  0.503
H  -0.01  0.54  2.50  0.548
H  1.10  -0.04  0.57  0.151
H  1.59  -1.27  -1.27  0.256
H  2.53  0.72  -4.99  0.490
H  0.07  2.71  -2.04  0.846
H  0.73  3.60  -0.49  0.757

Values from the calculation:
net charge	+1
LUMO	-0.220	hartree
frontier orbital gap	5.56	eV

***

No. 2
Here is a 2-piece molecular cluster, C4H10O overall from OMol25. Energies are from ωB97M-V/def2-TZVPD.

Each line ends with the Mulliken spin population.
Geometry (Å):
C  1.21  0.87  -1.75  0.154
C  2.14  0.94  -0.76  0.158
H  0.84  1.82  -2.12  0.004
H  1.07  -0.01  -2.37  0.007
H  2.11  1.80  -0.11  0.008
H  2.92  0.21  -0.56  0.007
C  -1.71  -0.28  0.98  0.060
O  -1.07  0.42  2.01  0.420
C  -0.76  -1.45  0.49  0.144
H  -1.88  0.45  0.19  0.009
H  -2.61  -0.78  1.32  0.027
H  -0.53  1.09  1.59  -0.013
H  -0.10  -1.05  -0.28  0.014
H  -1.41  -2.18  0.01  0.000
H  -0.22  -1.83  1.35  0.001

Values from the calculation:
spin multiplicity	2
energy relative to the best compared isomer or geometry (same formula, charge and spin)	235.5	kJ/mol
net charge	+1
LUMO (spin up / spin down)	-0.132 / -0.368	hartree
⟨S²⟩	0.757
frontier orbital gap (spin up / spin down)	11.76 / 3.74	eV

***

No. 3
Here is C4H8O5 as an isolated structure from OMol25. Energies are from ωB97M-V/def2-TZVPD.

Each line ends with the Mulliken charge.
Geometry (Å):
C  0.97  1.30  -0.67  0.545
C  0.09  -0.12  1.09  -0.662
C  -1.11  -1.06  1.22  -0.508
C  -1.12  -0.63  -0.18  0.529
O  -0.06  1.87  -1.08  -0.600
O  1.81  1.97  0.12  -0.425
O  1.60  0.33  -1.37  -0.454
O  -0.51  -1.41  -1.16  -0.528
O  -1.85  0.33  -0.65  -0.631
H  -1.11  1.19  -0.95  0.471
H  2.62  1.45  0.24  0.352
H  0.94  -0.30  -1.72  0.449
H  -0.51  -2.34  -0.89  0.317
H  1.06  -0.61  1.14  0.290
H  -0.01  0.81  1.63  0.310
H  -0.89  -2.11  1.41  0.278
H  -1.94  -0.68  1.81  0.267

Values from the calculation:
energy relative to the best compared isomer or geometry (same formula, charge and spin)	242.6	kJ/mol
LUMO	0.018	hartree
frontier orbital gap	8.95	eV

***

No. 4
Here is a 13-piece molecular cluster, C42H118N8O13 overall from OMol25. Energies are from ωB97M-V/def2-TZVPD.

Each line ends with the Mulliken charge.
Geometry (Å):
C  5.05  -1.13  2.48  -0.427
C  4.87  -0.65  3.91  -0.255
O  4.54  0.75  3.90  -0.663
H  5.49  -2.13  2.44  0.420
H  5.82  -0.52  2.00  0.273
H  4.12  -1.09  1.91  -0.244
H  5.80  -0.77  4.46  0.455
H  4.03  -1.16  4.40  0.126
H  3.66  0.83  3.43  0.357
C  1.50  1.80  8.08  -1.315
C  1.63  1.58  6.59  0.211
O  1.20  2.71  5.79  -0.596
H  2.24  2.46  8.51  0.303
H  1.56  0.80  8.53  0.380
H  0.51  2.16  8.35  0.333
H  1.09  0.68  6.27  0.104
H  2.66  1.30  6.30  0.153
H  1.97  3.18  5.44  0.254
C  2.72  -4.09  3.38  -0.540
C  1.75  -5.23  3.25  0.073
O  2.50  -6.42  2.91  -0.578
H  3.21  -4.00  2.41  0.065
H  3.47  -4.30  4.14  0.421
H  2.26  -3.16  3.71  0.030
H  1.00  -5.04  2.46  -0.142
H  1.16  -5.38  4.17  0.473
H  1.84  -7.10  2.70  0.317
C  2.78  -4.77  -0.42  -1.516
C  1.81  -3.60  -0.41  1.439
O  1.33  -3.43  -1.75  -0.391
H  3.79  -4.44  -0.67  0.429
H  2.42  -5.57  -1.06  0.386
H  2.90  -5.20  0.58  0.347
H  2.28  -2.71  0.03  -0.410
H  0.90  -3.86  0.12  -0.615
H  2.02  -3.33  -2.41  0.260
C  -0.10  4.65  2.36  -0.243
C  -1.27  4.53  3.36  -0.416
O  -1.16  3.30  4.15  -0.719
H  0.04  5.69  2.04  0.539
H  -0.25  4.02  1.49  -0.328
H  0.80  4.31  2.88  0.063
H  -2.23  4.49  2.85  0.338
H  -1.25  5.39  4.05  0.303
H  -0.35  3.38  4.69  0.281
C  1.11  -0.67  2.63  -0.718
C  1.45  0.54  1.81  2.764
C  0.22  1.08  1.10  0.215
O  -0.39  0.14  0.24  0.706
C  0.42  -0.12  -0.87  0.927
N  2.04  1.50  2.74  -0.363
H  0.41  -0.42  3.43  0.000
H  2.02  -1.06  3.09  -0.410
H  0.64  -1.51  2.11  -0.111
H  2.24  0.31  1.10  -0.827
H  0.43  2.03  0.59  -0.420
H  -0.54  1.34  1.86  -0.361
H  0.00  -0.96  -1.43  -0.304
H  1.44  -0.36  -0.57  -0.077
H  0.39  0.70  -1.61  -0.906
H  2.36  2.40  2.31  -0.105
H  1.30  1.86  3.35  0.098
C  3.15  0.54  -3.00  -0.470
C  3.97  0.61  -4.26  0.222
C  5.13  1.58  -4.18  -0.788
O  4.62  2.91  -4.09  -0.277
C  5.62  3.82  -3.77  -0.812
N  4.42  -0.77  -4.60  -0.734
H  3.60  0.55  -2.01  0.201
H  2.45  -0.31  -3.07  0.341
H  2.40  1.34  -3.08  -0.308
H  3.34  0.91  -5.10  0.262
H  5.65  1.56  -5.15  0.439
H  5.87  1.36  -3.40  0.338
H  5.18  4.80  -3.60  0.244
H  6.41  3.91  -4.53  0.347
H  6.14  3.47  -2.87  0.302
H  4.98  -0.70  -5.46  0.317
H  5.14  -1.02  -3.91  0.287
C  -1.61  4.41  -1.37  -0.943
C  -1.78  4.22  -2.87  0.383
C  -1.54  2.75  -3.24  0.932
O  -1.16  2.65  -4.60  -0.506
C  -0.79  1.33  -4.93  -0.406
N  -3.17  4.64  -3.25  -0.916
H  -1.90  5.40  -1.03  0.567
H  -0.54  4.33  -1.14  0.019
H  -2.12  3.62  -0.81  -0.091
H  -1.11  4.88  -3.42  0.439
H  -2.51  2.25  -3.19  0.264
H  -0.88  2.25  -2.52  -0.852
H  -0.91  0.68  -4.06  -0.056
H  0.19  1.26  -5.41  0.340
H  -1.50  0.98  -5.69  0.321
H  -3.80  4.03  -2.72  0.224
H  -3.32  4.31  -4.21  0.385
C  -3.47  -0.01  -2.13  -1.252
C  -3.68  0.84  -0.91  2.571
C  -5.06  1.42  -0.81  -1.201
O  -5.06  2.46  -1.75  -0.136
C  -6.34  2.89  -2.11  -0.942
N  -3.32  0.04  0.30  -0.110
H  -3.85  -1.03  -2.01  0.515
H  -2.41  -0.05  -2.38  -0.692
H  -4.00  0.40  -3.00  0.488
H  -2.91  1.63  -0.84  -1.290
H  -5.29  1.74  0.21  0.463
H  -5.81  0.66  -1.07  0.443
H  -6.78  3.52  -1.33  0.333
H  -6.98  2.04  -2.36  0.363
H  -6.26  3.50  -3.01  0.236
H  -2.28  0.03  0.39  0.117
H  -3.57  0.58  1.15  -0.205
C  -0.87  -2.25  -4.30  -0.728
C  -1.59  -3.41  -4.96  0.856
C  -2.96  -2.99  -5.48  -0.867
O  -3.80  -2.74  -4.40  -0.026
C  -5.03  -2.27  -4.83  -0.940
N  -0.71  -3.99  -5.99  -0.738
H  0.12  -2.49  -3.93  0.179
H  -1.42  -1.88  -3.43  -0.294
H  -0.82  -1.42  -5.01  0.494
H  -1.74  -4.20  -4.22  -0.052
H  -3.34  -3.81  -6.12  0.313
H  -2.87  -2.12  -6.15  0.340
H  -5.55  -1.96  -3.93  0.201
H  -5.62  -3.08  -5.27  0.331
H  -4.93  -1.49  -5.59  0.404
H  -1.27  -4.66  -6.53  0.286
H  -0.50  -3.28  -6.71  0.298
C  -2.33  -3.73  -1.25  -0.261
C  -2.84  -3.98  0.15  0.051
C  -2.23  -5.20  0.77  -0.251
O  -2.54  -6.29  -0.07  -0.364
C  -1.95  -7.44  0.40  -0.744
N  -2.62  -2.80  0.99  -0.076
H  -2.70  -2.90  -1.85  -0.292
H  -2.58  -4.58  -1.91  0.496
H  -1.23  -3.69  -1.32  -0.115
H  -3.92  -4.17  0.13  0.516
H  -2.57  -5.39  1.79  0.579
H  -1.13  -5.03  0.78  -0.292
H  -2.17  -8.33  -0.18  0.269
H  -2.27  -7.61  1.44  0.327
H  -0.85  -7.35  0.42  0.235
H  -3.10  -1.97  0.61  0.243
H  -1.62  -2.58  0.94  -0.245
C  4.94  2.15  0.59  -1.318
C  4.30  3.46  0.22  -0.018
C  3.43  3.31  -0.98  1.865
O  2.96  4.59  -1.37  -0.644
C  2.27  4.56  -2.63  -0.216
N  3.52  3.99  1.39  -0.526
H  5.43  1.67  -0.26  0.355
H  4.24  1.42  1.00  0.092
H  5.74  2.27  1.32  0.488
H  5.07  4.21  0.00  0.519
H  2.59  2.61  -0.87  -0.716
H  4.09  2.90  -1.77  -0.720
H  3.02  4.62  -3.43  0.083
H  1.66  5.46  -2.70  0.386
H  1.66  3.66  -2.74  -0.111
H  3.01  4.81  1.04  0.243
H  4.20  4.34  2.06  0.248
C  -5.26  0.14  3.34  -1.376
C  -4.00  0.71  3.99  0.249
C  -2.95  -0.33  4.24  0.113
O  -3.48  -1.39  4.99  -0.416
C  -2.53  -2.31  5.39  -0.578
N  -3.39  1.74  3.10  -0.250
H  -5.05  -0.32  2.38  0.233
H  -6.00  0.93  3.17  0.393
H  -5.70  -0.64  3.96  0.394
H  -4.28  1.20  4.93  0.533
H  -2.10  0.19  4.75  0.167
H  -2.52  -0.69  3.29  -0.050
H  -3.03  -3.10  5.94  0.296
H  -1.77  -1.84  6.03  0.256
H  -2.05  -2.79  4.53  0.169
H  -4.04  2.51  2.95  0.244
H  -2.61  2.16  3.64  -0.079

Values from the calculation:
energy relative to the best compared isomer or geometry (same formula, charge and spin)	0.0	kJ/mol
LUMO	0.018	hartree
frontier orbital gap	8.80	eV

***

Listing maximum force for the structures above in their given order: 2.08 1.26 2.12 2.67 eV/Å.